Entry 1:
# C5H8

C5H8 as an isolated structure in a non-equilibrium geometry (ωB97M-V/def2-TZVPD, OMol25).

Structure (XYZ):
```
13
Properties=species:S:1:pos:R:3:mulliken_charge:R:1
C 0.08 -0.46 0.02 -0.382
C 2.06 -0.81 0.19 -0.100
C -1.12 0.29 0.34 0.029
C 2.74 0.48 -0.03 -0.867
C -2.49 -0.23 -0.05 -1.207
H -0.17 -1.26 -0.73 0.152
H -1.30 1.08 1.07 0.298
H 2.24 1.35 -0.10 0.385
H 3.03 0.39 -1.06 0.313
H 3.59 0.41 0.53 0.352
H -2.96 0.34 -0.70 0.357
H -3.16 -0.39 0.91 0.259
H -2.54 -1.19 -0.38 0.411
```

DFT total energy = -195.0153 Eh
Energy above the lowest of the compared OMol25 structures with the same formula, charge and spin = 726.6 kJ/mol
M = 68.12 g mol⁻¹
Frontier orbital gap = 8.5 eV
Net charge = 0

---

Entry 2:
# C34H43ClFN3O3PV

C34H43ClFN3O3PV as an isolated structure (ωB97M-V/def2-TZVPD, OMol25).

Structure (XYZ):
```
87
Properties=species:S:1:pos:R:3:mulliken_charge:R:1
V -0.62 1.03 -1.14 -0.178
C -3.40 4.43 -0.76 -0.927
C -4.49 3.99 -1.49 -0.638
C -4.49 2.71 -2.02 -0.712
C -3.39 1.89 -1.78 0.452
N -2.35 2.32 -1.07 0.515
C -2.34 3.55 -0.57 -0.129
C -3.29 0.49 -2.28 0.293
C -4.28 -0.11 -3.03 -0.622
C -4.12 -1.44 -3.41 -0.907
C -2.98 -2.12 -3.03 -0.967
C -2.02 -1.44 -2.29 -0.589
N -2.18 -0.18 -1.93 0.752
H -3.36 5.42 -0.34 0.434
H -5.34 4.64 -1.66 0.447
H -5.34 2.35 -2.59 0.409
H -1.46 3.82 0.01 0.441
H -5.17 0.43 -3.32 0.417
H -4.89 -1.92 -3.99 0.425
H -2.81 -3.15 -3.30 0.528
H -1.11 -1.92 -1.95 0.743
C -4.70 -0.91 0.53 -1.373
N -3.30 -0.78 0.85 0.797
C -2.86 -1.92 1.63 -0.778
C -3.06 0.47 1.57 -1.546
C -1.63 0.75 1.96 1.576
C -1.36 0.64 3.32 -0.627
C -0.12 0.99 3.86 -0.787
C 0.84 1.49 3.01 -0.822
C 0.58 1.57 1.64 -0.559
C -0.64 1.20 1.05 0.148
H -5.34 -0.95 1.43 0.438
H -4.87 -1.82 -0.05 0.312
H -5.03 -0.05 -0.07 0.313
H -3.40 -2.01 2.58 0.325
H -1.79 -1.84 1.84 -0.076
H -3.02 -2.84 1.06 0.317
H -3.68 0.49 2.49 0.545
H -3.44 1.28 0.94 0.412
H -2.14 0.28 3.98 0.338
H 0.06 0.89 4.92 0.362
H 1.80 1.81 3.39 0.529
H 1.36 1.98 1.02 0.773
C 2.77 -2.63 2.19 -1.687
C 1.61 -1.84 1.60 0.035
P 0.61 -2.63 0.27 0.873
C 0.12 -4.23 1.05 -0.665
C -0.69 -5.10 0.09 -1.237
C 1.93 -3.20 -0.90 -0.580
C 1.45 -3.30 -2.34 -1.174
H 3.36 -2.02 2.87 0.468
H 3.45 -2.99 1.41 0.300
H 2.42 -3.50 2.75 0.336
H 1.95 -0.89 1.18 -0.161
H 0.90 -1.55 2.38 0.181
H -0.49 -3.99 1.93 0.481
H 0.99 -4.78 1.42 0.520
H -1.52 -4.54 -0.33 0.186
H -1.09 -5.98 0.59 0.387
H -0.07 -5.45 -0.74 0.318
H 2.35 -4.15 -0.56 0.554
H 2.74 -2.47 -0.84 0.223
H 0.64 -4.02 -2.46 0.280
H 2.26 -3.61 -3.01 0.425
H 1.09 -2.33 -2.69 0.148
C 6.10 1.03 -0.01 -1.755
C 5.29 2.28 0.20 1.146
C 5.52 3.07 1.33 -0.700
C 4.82 4.24 1.51 0.202
Cl 5.14 5.21 2.93 -0.245
C 3.89 4.68 0.59 -0.606
C 3.63 3.89 -0.52 -0.207
C 4.32 2.70 -0.70 0.193
O 4.06 1.97 -1.85 -0.620
C 3.32 0.79 -1.64 -0.195
C 1.84 1.00 -1.40 0.426
O 1.10 -0.05 -1.45 -0.218
O 1.34 2.09 -1.10 -0.690
H 7.11 1.16 0.37 0.514
H 6.16 0.78 -1.07 0.364
H 5.66 0.17 0.51 0.253
H 6.27 2.77 2.05 0.451
H 3.36 5.61 0.75 0.440
H 2.88 4.18 -1.25 0.397
H 3.69 0.22 -0.78 0.019
H 3.43 0.15 -2.52 0.286
F -0.58 1.78 -2.86 -0.468
```

DFT total energy = -3556.8910 Eh
M = 678.11 g mol⁻¹
Spin multiplicity = 3
Frontier orbital gap (alpha / beta) = 7.4 / 7.3 eV
Net charge = 0

---

Entry 3:
# C25H35HfN2

C25H35HfN2 as an isolated structure in a non-equilibrium geometry (ωB97M-V/def2-TZVPD, OMol25).

Structure (XYZ):
```
63
Properties=species:S:1:pos:R:3:mulliken_charge:R:1
C -1.59 1.64 1.25 0.634
C -0.81 2.39 0.29 0.500
C 0.57 2.30 0.69 0.760
C 0.65 1.40 1.81 1.174
C -0.68 0.99 2.15 -0.102
Hf -0.15 0.07 -0.13 0.967
C 1.57 -2.40 -0.48 1.169
C 0.16 -2.46 -0.26 -0.620
H -0.47 -3.05 -0.95 0.591
C -0.47 -1.85 0.91 -1.150
H 0.03 -2.00 1.88 0.472
H -1.56 -2.01 1.01 0.479
C 2.24 -3.13 -1.62 -1.275
H 1.63 -3.17 -2.53 0.345
H 3.19 -2.64 -1.85 0.324
H 2.46 -4.17 -1.32 0.368
C 2.45 -2.29 0.74 -1.419
H 2.08 -1.59 1.50 0.146
H 2.53 -3.27 1.25 0.374
H 3.46 -1.96 0.47 0.392
C -1.34 3.26 -0.79 -1.953
H -2.28 2.87 -1.19 0.427
H -1.52 4.29 -0.43 0.368
H -0.63 3.33 -1.62 0.351
C 1.66 3.13 0.12 -1.368
H 1.73 3.02 -0.97 0.258
H 1.48 4.20 0.33 0.334
H 2.63 2.87 0.54 0.446
C 1.86 1.15 2.65 -1.343
H 2.76 1.09 2.04 0.191
H 2.00 1.96 3.38 0.313
H 1.77 0.21 3.21 0.371
C -1.07 0.23 3.37 -1.755
H -0.30 -0.50 3.65 0.385
H -1.21 0.91 4.22 0.353
H -2.01 -0.31 3.21 0.369
C -3.04 1.81 1.50 -1.547
H -3.49 0.88 1.88 0.453
H -3.23 2.59 2.26 0.287
H -3.58 2.10 0.59 0.459
C 1.97 0.15 -0.64 1.443
C 1.65 -0.53 -1.78 0.904
C 3.32 0.52 -0.49 -1.198
C 2.34 -0.29 -3.00 -0.736
H 0.53 -0.76 -1.82 -0.619
C 4.13 0.57 -1.62 -0.677
H 3.76 0.74 0.49 0.308
C 3.61 0.25 -2.89 -0.992
H 1.89 -0.55 -3.96 0.294
H 5.19 0.85 -1.51 0.424
H 4.25 0.36 -3.77 0.408
C -0.67 -1.79 -3.63 -0.389
C -1.76 -1.21 -2.80 0.235
N -1.71 -0.49 -1.66 -0.036
C -3.06 -0.23 -1.31 -0.419
C -3.87 -0.76 -2.26 -0.736
N -3.03 -1.36 -3.18 -0.074
H -1.13 -2.49 -4.35 0.571
H -0.15 -1.01 -4.18 0.129
H 0.03 -2.38 -3.03 -0.390
H -3.33 0.30 -0.41 0.351
H -4.94 -0.78 -2.35 0.425
H -3.31 -1.86 -4.03 0.249
```

DFT total energy = -1130.8881 Eh
M = 542.06 g mol⁻¹
Frontier orbital gap = 7.1 eV
Net charge = +1

---

Entry 4:
# C7H36BF4O11

A 12-piece molecular cluster, C7H36BF4O11 overall in a non-equilibrium geometry (ωB97M-V/def2-TZVPD, OMol25).

Structure (XYZ):
```
59
Properties=species:S:1:pos:R:3:mulliken_charge:R:1
B -22.34 15.72 -7.41 0.363
F -21.18 14.95 -7.07 -0.496
F -22.33 16.92 -6.71 -0.310
F -22.47 15.92 -8.78 0.013
F -23.40 14.93 -6.94 -0.238
C -22.62 13.37 -10.34 -0.420
O -22.21 13.90 -11.59 -0.565
H -23.53 13.85 -9.95 0.225
H -22.87 12.31 -10.44 0.373
H -21.84 13.37 -9.57 0.064
H -21.95 14.82 -11.44 0.364
C -22.98 14.34 -3.96 0.106
O -23.72 13.14 -3.79 -0.567
H -22.46 14.58 -3.03 0.405
H -22.23 14.19 -4.73 -0.409
H -23.53 15.22 -4.30 0.179
H -24.51 13.34 -3.28 0.291
C -26.07 13.40 -7.45 -0.533
O -26.05 14.56 -6.64 -0.617
H -25.29 12.70 -7.12 0.192
H -27.05 12.91 -7.38 0.302
H -25.97 13.60 -8.52 0.194
H -25.11 14.82 -6.63 0.572
C -20.65 20.10 -6.00 -0.395
O -19.47 20.62 -5.43 -0.514
H -20.44 19.20 -6.59 0.011
H -21.45 19.90 -5.28 0.239
H -21.17 20.76 -6.70 0.387
H -19.42 21.56 -5.60 0.300
C -22.85 17.52 -11.94 -0.552
O -21.80 17.02 -11.14 -0.527
H -22.66 17.71 -12.99 0.295
H -23.67 16.79 -11.91 0.269
H -23.28 18.45 -11.56 0.236
H -22.15 16.52 -10.39 0.370
C -19.28 16.84 -5.44 -0.394
O -20.42 16.19 -4.91 -0.600
H -18.80 17.55 -4.76 0.315
H -18.55 16.02 -5.54 0.055
H -19.49 17.28 -6.42 0.035
H -20.90 15.83 -5.67 0.442
C -17.95 13.32 -6.49 -0.555
O -17.97 13.48 -5.11 -0.568
H -18.88 13.14 -7.03 0.136
H -17.40 14.08 -7.08 0.281
H -17.33 12.47 -6.80 0.375
H -18.65 14.13 -4.89 0.336
O -22.53 11.96 -6.26 -0.726
H -22.81 12.31 -5.40 0.391
H -22.44 12.74 -6.81 0.178
O -19.14 14.58 -9.45 -0.683
H -19.02 15.41 -9.94 0.306
H -19.90 14.74 -8.88 0.201
O -24.68 18.52 -6.26 -0.742
H -24.00 17.82 -6.27 0.324
H -24.55 18.98 -5.43 0.307
O -23.21 19.35 -8.65 -0.710
H -22.59 18.66 -8.90 0.322
H -23.56 19.07 -7.78 0.365
```

DFT total energy = -1540.4773 Eh
Energy above the lowest of the compared OMol25 structures with the same formula, charge and spin = 0.0 kJ/mol
M = 383.16 g mol⁻¹
Frontier orbital gap = 10.0 eV
Net charge = -1

---

Entry 5:
# C35H55ClIrOP4Si

C35H55ClIrOP4Si as an isolated structure in a non-equilibrium geometry (ωB97M-V/def2-TZVPD, OMol25).

Structure (XYZ):
```
98
Properties=species:S:1:pos:R:3:mulliken_charge:R:1
P 1.17 0.98 -2.50 2.142
C 2.85 1.46 -2.77 0.529
C 3.59 0.85 -3.80 -0.106
H 3.16 0.02 -4.37 0.382
C 4.88 1.29 -4.09 -0.659
H 5.45 0.81 -4.89 0.458
C 5.45 2.34 -3.36 -0.731
H 6.46 2.69 -3.59 0.414
C 4.71 2.96 -2.34 -0.746
H 5.14 3.78 -1.77 0.416
C 3.41 2.52 -2.04 -0.973
H 2.84 3.02 -1.25 0.452
C 0.90 -0.59 -3.31 0.057
C 1.60 -1.73 -2.84 -0.476
H 2.30 -1.62 -2.00 0.531
C 1.39 -2.98 -3.43 -0.736
H 1.94 -3.84 -3.05 0.456
C 0.51 -3.11 -4.51 -0.693
H 0.36 -4.08 -4.98 0.452
C -0.17 -1.99 -5.00 -0.718
H -0.86 -2.08 -5.84 0.440
C 0.01 -0.73 -4.40 -0.354
H -0.54 0.14 -4.77 0.380
C 0.16 2.24 -3.27 0.576
C 0.59 2.82 -4.48 -0.827
H 1.51 2.47 -4.96 0.480
C -0.15 3.86 -5.06 -0.580
H 0.19 4.30 -5.99 0.432
C -1.31 4.33 -4.43 -0.814
H -1.88 5.14 -4.88 0.403
C -1.73 3.77 -3.22 -0.571
H -2.63 4.14 -2.72 0.473
C -1.00 2.73 -2.64 0.332
H -1.31 2.30 -1.69 -0.157
Ir 0.00 0.02 2.10 1.449
C -1.57 -1.12 1.58 -2.344
C -1.87 -1.35 0.27 1.170
H -2.18 -1.59 2.36 0.095
C -0.92 -0.73 -0.74 1.829
O -1.65 -0.05 -1.76 -0.851
H -0.97 0.33 -2.35 -0.333
C 0.07 0.14 -0.03 -0.746
H -0.34 -1.55 -1.24 -0.464
C 0.96 0.88 -0.71 0.339
Cl 1.94 1.49 2.27 -0.394
P -1.38 1.96 2.39 0.597
P 1.51 -1.80 2.14 0.991
C -0.88 2.95 3.84 -1.033
H 0.17 3.27 3.71 0.353
H -0.95 2.34 4.76 0.123
H -1.54 3.80 4.00 0.654
C -1.41 3.18 1.08 -1.225
H -2.05 2.82 0.25 0.309
H -0.39 3.35 0.69 0.267
H -1.82 4.15 1.44 0.658
C -3.12 1.58 2.72 -1.206
H -3.20 0.87 3.57 0.214
H -3.57 1.11 1.83 0.142
H -3.69 2.49 2.97 0.516
C 2.31 -2.02 3.74 -1.550
H 1.59 -2.46 4.46 0.482
H 2.62 -1.03 4.13 0.275
H 3.18 -2.68 3.70 0.657
C 0.75 -3.42 1.82 -1.143
H 0.34 -3.45 0.80 0.109
H -0.09 -3.58 2.53 0.261
H 1.48 -4.25 1.94 0.515
C 2.90 -1.72 0.99 -1.017
H 3.27 -0.68 0.93 0.314
H 2.58 -2.06 -0.01 0.022
H 3.74 -2.37 1.33 0.624
P -3.23 -2.44 -0.34 1.461
C -3.82 -3.38 1.04 -1.295
C -2.57 -3.50 -1.60 -1.175
H -4.26 -2.73 1.82 0.377
H -3.02 -4.00 1.49 0.381
H -4.62 -4.05 0.66 0.454
H -2.25 -2.92 -2.48 0.225
H -3.37 -4.21 -1.90 0.487
H -1.70 -4.09 -1.23 0.379
C -4.55 -1.50 -1.03 -1.273
H -4.91 -0.73 -0.32 0.390
H -5.39 -2.19 -1.26 0.481
H -4.22 -1.00 -1.96 0.305
H 1.72 1.42 -0.16 0.112
C -1.79 -1.18 5.01 -1.291
Si -0.30 -0.17 4.39 0.846
C 0.86 1.13 5.31 0.294
C 1.43 -0.23 5.79 -1.439
H -2.56 -0.62 4.55 0.185
H -1.68 -1.07 6.07 0.573
H -1.54 -2.09 4.54 0.326
H 0.28 1.73 6.16 0.473
H 1.54 1.92 4.78 0.441
H 0.36 1.25 4.17 -1.610
H 1.46 -1.22 6.54 0.356
H 0.96 -1.18 5.06 -0.399
H 2.41 -0.04 5.67 0.611
```

DFT total energy = -3660.3392 Eh
Energy above the lowest of the compared OMol25 structures with the same formula, charge and spin = 734.7 kJ/mol
M = 871.48 g mol⁻¹
Spin multiplicity = 6
Frontier orbital gap (alpha / beta) = 4.7 / 4.8 eV
Net charge = +2

---

Entry 6:
# C16H60N8O14

A 14-piece molecular cluster, C16H60N8O14 overall in a non-equilibrium geometry (ωB97M-V/def2-TZVPD, OMol25).

Structure (XYZ):
```
98
Properties=species:S:1:pos:R:3:mulliken_charge:R:1
C 4.27 -1.08 0.68 -0.603
C 3.80 -2.47 0.16 0.622
O 4.91 -3.14 -0.57 -0.620
H 5.12 -1.27 1.39 0.348
H 3.51 -0.48 1.13 -0.235
H 4.72 -0.45 -0.11 0.278
H 2.98 -2.26 -0.47 -0.341
H 3.49 -3.28 0.78 0.196
H 4.58 -3.78 -1.19 0.304
C 0.48 -1.74 -2.67 -0.741
C 0.12 -2.72 -1.72 0.700
O 1.04 -3.77 -1.69 -0.648
H 0.94 -2.02 -3.57 0.753
H 1.29 -1.27 -2.22 -0.195
H -0.37 -1.10 -2.93 -0.257
H -0.79 -3.13 -2.19 0.333
H -0.10 -2.24 -0.76 -0.329
H 0.87 -4.46 -1.14 0.341
C 3.55 2.09 -1.48 0.623
O 4.19 2.11 -0.25 -0.805
N 2.44 1.53 -1.76 0.431
N 4.15 2.59 -2.60 -0.375
H 2.11 0.92 -0.95 -0.712
H 2.02 1.24 -2.60 0.342
H 4.94 3.21 -2.48 0.264
H 3.69 2.62 -3.58 0.222
C -0.45 1.49 -3.95 0.192
O 0.90 1.26 -3.95 -0.791
N -1.31 0.67 -4.54 -0.336
N -1.08 2.52 -3.37 -0.156
H -0.92 -0.13 -5.05 0.262
H -2.19 0.94 -4.95 0.263
H -0.42 3.17 -2.95 0.431
H -2.05 2.74 -3.11 0.205
C 0.56 -3.31 2.15 -0.302
O 0.78 -1.92 1.81 0.532
N 1.45 -4.00 2.77 -0.236
N -0.57 -3.91 1.84 -0.280
H 2.31 -3.38 2.92 0.257
H 1.30 -4.86 3.25 0.206
H -1.34 -3.42 1.39 -0.184
H -0.79 -4.72 2.40 0.242
C -3.35 -2.79 0.03 0.469
O -2.27 -1.97 0.33 0.042
N -3.84 -2.81 -1.15 -0.273
N -3.98 -3.48 0.94 -0.459
H -3.56 -2.12 -1.89 0.158
H -4.70 -3.35 -1.34 0.193
H -3.68 -3.35 1.92 0.293
H -4.58 -4.26 0.67 0.169
C 2.19 2.23 2.43 -0.425
O 2.84 3.24 1.63 -0.580
H 1.36 1.73 1.96 0.061
H 2.11 2.46 3.51 0.395
H 2.92 1.41 2.48 0.093
H 3.46 2.73 1.11 0.392
C 0.73 4.52 -1.01 -0.795
O 1.04 3.87 -2.23 -0.773
H 0.01 5.32 -1.03 0.433
H 1.61 4.93 -0.52 0.344
H 0.34 3.82 -0.35 0.113
H 1.65 3.15 -2.06 0.442
C -4.28 1.31 1.93 -0.447
O -4.41 0.35 0.92 -0.533
H -4.65 2.32 1.78 0.268
H -3.19 1.50 2.09 -0.005
H -4.76 0.89 2.81 0.292
H -3.58 0.10 0.58 0.157
C -1.11 -0.33 4.07 -0.761
O -1.49 -0.33 2.66 -0.291
H -1.99 -0.20 4.74 0.304
H -0.56 0.56 4.35 0.257
H -0.47 -1.23 4.26 0.177
H -0.82 -0.89 2.15 -0.252
C -0.19 0.56 -0.30 1.205
O 1.04 -0.07 0.10 2.463
H -1.00 0.24 0.39 -0.202
H -0.45 0.41 -1.40 -0.811
H 0.03 1.67 -0.36 -0.901
H 0.85 -0.83 0.72 -1.070
C -3.92 0.51 -2.08 -0.168
O -3.04 -0.39 -2.73 -0.755
H -3.43 1.33 -1.50 -0.542
H -4.68 0.12 -1.38 0.456
H -4.43 1.04 -2.83 0.484
H -2.33 0.08 -3.13 0.183
C 2.47 -0.61 4.15 -0.391
O 2.33 -1.81 4.96 -0.614
H 3.37 -0.22 4.60 0.498
H 1.60 0.03 4.44 0.038
H 2.64 -0.83 3.10 0.090
H 3.13 -2.37 4.97 0.315
C -2.56 3.92 -0.41 -0.412
O -3.94 3.82 -0.54 -0.561
H -2.06 2.97 -0.40 -0.092
H -2.38 4.54 0.49 0.372
H -2.09 4.50 -1.17 0.403
H -4.08 3.26 -1.34 0.352
```

DFT total energy = -2136.8039 Eh
Energy above the lowest of the compared OMol25 structures with the same formula, charge and spin = 1042.9 kJ/mol
M = 588.70 g mol⁻¹
Frontier orbital gap = 8.6 eV
Net charge = 0

---

Entry 7:
# C6H10O

An isolated molecule of C6H10O in a non-equilibrium geometry (ωB97M-V/def2-TZVPD, OMol25).

Structure (XYZ):
```
17
Properties=species:S:1:pos:R:3:mulliken_charge:R:1
C -0.30 -2.01 0.06 -1.577
C -0.01 -0.50 0.16 1.093
C -1.22 0.38 0.48 -0.765
C -0.61 1.59 -0.25 -0.690
C 0.46 0.66 -0.85 -0.112
C 1.74 0.64 -0.04 -0.649
O 1.20 -0.31 0.90 -0.475
H -0.47 -2.34 1.09 0.361
H -1.22 -2.26 -0.50 0.364
H 0.52 -2.61 -0.34 0.358
H -2.08 0.03 -0.10 0.285
H -1.46 0.45 1.53 0.337
H -0.18 2.32 0.46 0.218
H -1.28 2.15 -0.91 0.321
H 0.29 -0.02 -1.65 0.460
H 1.99 1.58 0.48 0.241
H 2.64 0.27 -0.54 0.231
```

DFT total energy = -309.7535 Eh
Energy above the lowest of the compared OMol25 structures with the same formula, charge and spin = 233.2 kJ/mol
M = 98.14 g mol⁻¹
Frontier orbital gap = 9.9 eV
Structure (SMILES) = C[C@]12CC[C@H]1CO2
Net charge = 0

---

> The lowest net charge belongs to which entry?

C7H36BF4O11